1.
Computed, not measured: a molecular structure, C51H31Cl5N9NaO4S at a distorted geometry, with wB97M-V/def2-TZVPD.

Calculated values
Lowest unoccupied orbital energy ... 2.87 eV
HOMO-LUMO gap ... 0.207 Eh
E ... -152861.4090 eV
E_HOMO ... -2.8 eV
Total charge ... -2

Last column: Mulliken charge in e.
Cartesian coordinates (Å):
Na -0.405 1.532 -0.148  0.569
Cl 2.085 3.284 0.564  -0.216
C 0.901 4.518 0.238  0.851
C -0.416 4.099 0.074  -0.979
C -1.293 5.144 -0.186  0.882
Cl -3.001 4.771 -0.386  -0.346
C -0.936 6.485 -0.298  -0.474
Cl -2.103 7.721 -0.653  -0.239
C 0.398 6.838 -0.113  0.524
Cl 0.888 8.493 -0.215  -0.246
C 1.328 5.840 0.167  -0.259
Cl 2.985 6.277 0.436  -0.234
C 7.938 -9.872 0.028  -0.841
O 7.557 -9.153 1.180  -0.471
C 6.718 -8.091 1.000  1.010
C 6.260 -7.653 -0.238  -0.370
C 5.410 -6.563 -0.310  -0.895
C 4.997 -5.885 0.835  0.089
C 5.466 -6.340 2.070  -0.487
C 6.314 -7.426 2.152  -0.636
C 4.108 -4.736 0.695  0.221
N 3.514 -4.385 -0.422  -0.845
C 2.803 -3.253 -0.129  0.841
C 2.971 -2.910 1.200  0.244
N 3.804 -3.871 1.714  -0.094
C 2.364 -1.772 1.803  0.317
C 2.457 -1.435 3.161  -0.570
C 1.824 -0.306 3.612  -1.145
C 1.138 0.491 2.687  -0.321
N 1.042 0.195 1.410  0.474
C 1.603 -0.935 0.960  -0.221
C 1.381 -1.300 -0.435  -0.531
N 0.567 -0.514 -1.151  0.775
C 0.306 -0.836 -2.401  -0.415
C 0.845 -1.964 -3.031  -1.321
C 1.677 -2.785 -2.312  -0.576
C 1.964 -2.462 -0.980  0.441
H 8.551 -10.699 0.376  0.235
H 8.521 -9.250 -0.658  0.336
H 7.069 -10.270 -0.504  0.338
H 6.558 -8.147 -1.152  0.364
H 5.046 -6.211 -1.266  0.465
H 5.157 -5.856 2.989  0.278
H 6.675 -7.786 3.108  0.401
H 4.166 -3.902 2.648  0.192
H 3.018 -2.068 3.841  0.338
H 1.844 -0.029 4.657  0.430
H 0.654 1.403 3.014  0.303
H -0.368 -0.175 -2.934  0.338
H 0.604 -2.162 -4.066  0.557
H 2.110 -3.682 -2.737  0.518
O -2.385 1.803 0.710  1.248
C -2.972 1.214 1.877  3.495
C -2.001 -0.004 2.215  -0.595
O -1.716 -0.192 3.405  -0.851
O -1.647 -0.642 1.196  -0.778
C -3.055 2.230 2.999  -0.457
C -2.060 3.202 3.106  0.393
C -2.133 4.194 4.070  -1.395
C -3.194 4.222 4.964  -0.564
C -4.171 3.241 4.889  -0.840
C -4.104 2.255 3.915  -0.494
C -4.351 0.662 1.528  -0.812
C -5.251 1.459 0.825  0.445
C -6.510 0.982 0.494  -0.978
C -6.894 -0.299 0.868  -0.474
C -6.005 -1.098 1.573  -0.895
C -4.742 -0.622 1.898  -0.278
H -2.709 2.711 0.609  -0.885
H -1.230 3.194 2.409  0.301
H -1.363 4.955 4.111  0.450
H -3.258 5.004 5.712  0.378
H -4.999 3.251 5.588  0.394
H -4.880 1.502 3.865  0.467
H -4.965 2.461 0.526  0.323
H -7.197 1.612 -0.058  0.415
H -7.874 -0.675 0.598  0.368
H -6.297 -2.098 1.870  0.410
H -4.046 -1.251 2.440  0.471
N -2.950 -0.281 -1.466  -0.088
C -2.841 0.908 -2.093  -0.299
N -1.789 1.660 -2.162  1.116
C -1.993 2.761 -2.968  -1.257
C -1.060 3.761 -3.222  -0.084
C -1.423 4.834 -4.017  -1.038
C -2.700 4.930 -4.564  -0.689
C -3.644 3.943 -4.322  -0.456
C -3.278 2.870 -3.530  1.128
S -4.239 1.510 -3.020  -0.373
H -2.339 -0.458 -0.656  -0.021
H -3.890 -0.612 -1.321  0.312
H -0.072 3.688 -2.787  0.534
H -0.700 5.617 -4.214  0.431
H -2.961 5.781 -5.181  0.357
H -4.642 4.006 -4.739  0.392
N 1.999 1.864 -3.074  -0.570
C 1.568 1.636 -4.125  0.273
C 1.054 1.361 -5.404  0.719
C -0.210 0.763 -5.542  0.241
N -1.243 0.253 -5.671  -0.718
C 1.827 1.647 -6.541  -0.099
N 2.468 1.877 -7.479  -0.672



2.
Computed, not measured: a molecular structure, C64H158AsF6N8O7 at a distorted geometry, with wB97M-V/def2-TZVPD.

Calculated values
Lowest unoccupied orbital energy ... -11.87 eV
HOMO-LUMO gap ... 0.351 Eh
E ... -172256.6485 eV
E_HOMO ... -21.4 eV
Total charge ... +7

Last column: Mulliken charge in e.
Cartesian coordinates (Å):
As 1.040 -0.365 0.767  2.202
F 0.736 -0.502 2.474  -0.696
F 1.667 -1.989 0.788  -0.405
F 1.311 -0.288 -0.938  -0.469
F 0.384 1.234 0.839  -0.364
F 2.633 0.231 1.082  -0.429
F -0.529 -1.101 0.492  -0.568
C 2.044 -1.847 5.707  -1.143
C 0.876 -2.817 5.733  -0.595
N 1.068 -3.995 4.762  0.216
C 1.851 -5.066 5.497  -0.923
C -0.300 -4.505 4.449  -0.756
C -1.089 -3.701 3.444  -0.473
C 1.813 -3.573 3.506  0.014
C 1.987 -4.747 2.568  -0.536
O 3.221 -5.353 2.899  -0.413
C 3.477 -6.521 2.160  -0.772
H 3.011 -2.322 5.865  0.419
H 1.958 -1.151 6.547  0.608
H 1.968 -1.208 4.827  0.013
H -0.028 -2.319 5.398  0.448
H 0.778 -3.275 6.711  0.400
H 2.909 -4.832 5.497  0.387
H 1.688 -5.998 4.967  0.399
H 1.480 -5.128 6.515  0.399
H -0.807 -4.542 5.415  0.473
H -0.295 -5.540 4.115  0.511
H -1.106 -2.616 3.538  0.031
H -2.130 -4.032 3.522  0.594
H -0.845 -3.970 2.412  -0.045
H 2.765 -3.132 3.761  0.827
H 1.137 -2.865 3.025  -0.539
H 2.003 -4.368 1.538  0.407
H 1.225 -5.530 2.668  0.138
H 2.638 -7.230 2.201  0.300
H 4.409 -6.963 2.492  0.368
H 3.591 -6.309 1.083  0.260
C -1.877 -3.080 -10.013  -1.321
C -0.683 -2.787 -9.125  -0.197
N -0.003 -1.441 -9.305  0.365
C 1.272 -1.483 -8.566  -0.977
C 0.313 -1.276 -10.811  -0.507
C 1.063 -0.020 -11.151  -1.229
C -0.928 -0.342 -8.862  -0.950
C -1.605 -0.456 -7.506  -0.897
O -0.700 -0.697 -6.424  -0.102
C -1.415 -0.810 -5.201  -0.927
H -2.255 -4.071 -9.766  0.420
H -1.583 -3.162 -11.060  0.366
H -2.680 -2.346 -9.973  0.327
H 0.097 -3.536 -9.256  0.542
H -0.987 -2.825 -8.079  0.191
H 1.724 -0.496 -8.496  0.352
H 1.984 -2.123 -9.085  0.455
H 1.124 -1.865 -7.560  0.331
H -0.660 -1.305 -11.290  0.444
H 0.835 -2.197 -11.068  0.427
H 2.137 -0.085 -10.961  0.367
H 0.663 0.857 -10.654  0.329
H 1.044 0.118 -12.233  0.419
H -1.701 -0.287 -9.627  0.335
H -0.355 0.578 -8.931  0.526
H -2.385 -1.222 -7.500  0.542
H -2.026 0.544 -7.339  0.466
H -2.057 0.064 -5.058  0.419
H -0.752 -0.933 -4.343  0.130
H -1.987 -1.749 -5.219  0.362
C -6.309 4.311 -0.272  -1.541
C -4.961 3.696 -0.631  -0.155
N -3.923 4.573 -1.269  0.912
C -3.523 5.632 -0.276  -1.181
C -2.733 3.690 -1.598  -0.494
C -2.053 3.002 -0.422  -0.267
C -4.517 5.195 -2.511  -0.588
C -3.614 6.098 -3.311  -0.865
O -2.768 5.327 -4.141  -0.327
C -1.787 6.166 -4.769  -0.712
H -6.949 3.550 0.168  0.424
H -6.841 4.795 -1.085  0.383
H -6.141 5.030 0.534  0.401
H -5.134 2.891 -1.354  0.234
H -4.586 3.220 0.270  0.138
H -2.593 6.087 -0.597  0.418
H -3.391 5.168 0.698  0.446
H -4.343 6.340 -0.206  0.393
H -2.026 4.333 -2.121  0.523
H -3.088 2.969 -2.335  0.233
H -1.485 3.664 0.226  0.357
H -1.432 2.190 -0.800  0.114
H -2.775 2.460 0.194  -0.624
H -5.371 5.776 -2.168  0.494
H -4.915 4.377 -3.113  0.366
H -3.021 6.730 -2.632  0.329
H -4.194 6.782 -3.937  0.604
H -1.268 5.565 -5.506  0.131
H -1.102 6.482 -3.974  0.326
H -2.257 7.032 -5.233  0.384
C -2.433 3.202 8.096  -1.237
C -1.435 4.277 7.769  -0.589
N 0.027 3.866 7.872  0.057
C 0.864 5.050 7.517  -0.919
C 0.378 3.341 9.258  -0.395
C 0.234 4.340 10.382  -1.274
C 0.316 2.716 6.908  -1.196
C -0.204 2.857 5.482  -0.365
O 0.418 3.936 4.831  -0.362
C -0.137 4.303 3.594  -0.653
H -2.457 2.386 7.373  0.234
H -3.413 3.648 8.250  0.455
H -2.214 2.725 9.053  0.308
H -1.521 5.096 8.482  0.666
H -1.527 4.762 6.799  0.512
H 1.905 4.742 7.512  0.339
H 0.695 5.788 8.297  0.463
H 0.514 5.440 6.574  0.368
H 1.426 3.055 9.129  0.358
H -0.169 2.417 9.418  0.506
H 0.330 3.816 11.330  0.415
H -0.749 4.810 10.394  0.308
H 0.991 5.117 10.314  0.387
H -0.195 1.859 7.340  0.429
H 1.400 2.618 6.914  0.593
H -1.297 2.969 5.488  0.379
H 0.035 1.929 4.941  0.407
H -1.212 4.491 3.736  0.371
H -0.083 3.535 2.804  0.059
H 0.391 5.180 3.232  0.395
C -8.400 -1.608 -0.625  -1.197
C -6.905 -1.423 -0.804  -0.710
N -6.167 -0.730 0.316  0.440
C -6.733 0.636 0.545  -1.301
C -6.309 -1.439 1.636  -0.466
C -6.132 -2.952 1.609  -1.244
C -4.697 -0.628 -0.029  -1.526
C -3.686 -0.221 1.036  0.295
O -4.085 0.941 1.721  0.063
C -3.293 1.247 2.875  -0.921
H -8.883 -0.636 -0.580  0.349
H -8.582 -2.148 0.302  0.312
H -8.783 -2.155 -1.481  0.420
H -6.661 -0.765 -1.651  0.493
H -6.345 -2.320 -1.072  0.537
H -7.815 0.610 0.653  0.426
H -6.512 1.187 -0.368  0.567
H -6.370 1.045 1.477  0.444
H -7.303 -1.233 2.038  0.646
H -5.638 -0.973 2.351  0.274
H -6.790 -3.395 0.859  0.293
H -6.437 -3.358 2.568  0.460
H -5.123 -3.227 1.292  0.230
H -4.666 0.073 -0.871  0.484
H -4.402 -1.579 -0.474  0.414
H -2.736 -0.066 0.512  -0.411
H -3.581 -1.060 1.735  0.711
H -3.943 1.826 3.526  0.357
H -2.450 1.868 2.558  0.254
H -2.941 0.345 3.376  0.326
C 0.287 2.405 -5.031  -1.523
C 1.004 2.351 -3.696  0.328
N 2.490 2.500 -3.812  1.160
C 3.038 1.477 -4.756  -1.313
C 2.788 3.890 -4.439  -0.481
C 4.238 4.303 -4.510  -1.441
C 3.211 2.297 -2.494  -1.370
C 2.859 3.143 -1.264  -0.213
O 3.041 4.463 -1.691  -0.166
C 2.858 5.450 -0.682  -0.795
H 0.481 1.608 -5.743  0.182
H 0.382 3.400 -5.461  0.312
H -0.797 2.397 -4.863  0.459
H 0.808 1.453 -3.100  0.024
H 0.636 3.153 -3.053  0.204
H 4.106 1.671 -4.808  0.469
H 2.632 1.666 -5.743  0.531
H 2.818 0.485 -4.375  0.310
H 2.264 4.567 -3.774  0.405
H 2.291 3.885 -5.402  0.558
H 4.751 4.243 -3.562  0.268
H 4.271 5.328 -4.881  0.436
H 4.762 3.760 -5.301  0.420
H 4.252 2.474 -2.746  0.446
H 3.142 1.248 -2.196  0.414
H 3.508 2.824 -0.437  0.533
H 1.831 3.021 -0.888  -0.068
H 1.968 5.224 -0.074  0.197
H 2.742 6.411 -1.168  0.325
H 3.695 5.429 0.021  0.289
C 4.030 1.375 4.368  -1.151
C 5.103 1.313 3.278  -0.429
N 6.506 1.057 3.727  0.049
C 6.956 2.041 4.765  -1.048
C 6.613 -0.333 4.337  -0.634
C 8.019 -0.822 4.647  -1.276
C 7.421 1.198 2.513  -0.758
C 7.328 0.122 1.456  -0.743
O 6.276 0.458 0.575  -0.150
C 6.224 -0.415 -0.534  -0.492
H 3.174 1.809 3.857  0.538
H 4.333 1.907 5.268  0.360
H 3.793 0.388 4.775  0.108
H 5.070 2.273 2.757  0.355
H 4.783 0.628 2.493  0.259
H 6.744 3.042 4.393  0.358
H 8.015 1.927 4.953  0.520
H 6.386 1.847 5.665  0.433
H 6.081 -0.971 3.630  0.547
H 5.968 -0.308 5.216  0.555
H 8.015 -1.538 5.460  0.392
H 8.711 -0.017 4.892  0.277
H 8.451 -1.237 3.735  0.380
H 8.407 1.155 2.978  0.564
H 7.309 2.214 2.142  0.534
H 7.159 -0.855 1.911  0.350
H 8.294 0.139 0.942  0.552
H 5.630 0.056 -1.320  -0.142
H 5.805 -1.396 -0.296  0.301
H 7.205 -0.551 -1.004  0.415
C -1.435 -9.990 -2.453  -1.474
C -0.553 -8.751 -2.565  -0.087
C -0.933 -7.816 -1.429  -0.904
N -0.288 -6.433 -1.469  0.409
C 1.184 -6.606 -1.239  -0.950
C -0.707 -5.701 -2.703  -0.755
C -0.371 -4.257 -2.414  -1.063
C -0.685 -4.100 -0.896  0.709
C -0.842 -5.539 -0.378  -0.964
H -1.127 -10.641 -1.636  0.393
H -1.255 -10.629 -3.324  0.413
H -2.502 -9.786 -2.524  0.381
H -0.760 -8.303 -3.536  0.302
H 0.493 -9.041 -2.483  0.291
H -0.702 -8.258 -0.462  0.416
H -2.004 -7.616 -1.490  0.362
H 1.657 -5.631 -1.302  0.442
H 1.575 -7.258 -2.016  0.263
H 1.298 -7.120 -0.291  0.440
H -0.187 -6.115 -3.563  0.510
H -1.775 -5.870 -2.835  0.388
H 0.700 -4.111 -2.553  0.398
H -0.857 -3.478 -2.992  0.330
H 0.165 -3.558 -0.482  -0.420
H -1.562 -3.508 -0.643  0.227
H -0.358 -5.700 0.579  0.535
H -1.894 -5.823 -0.365  0.291



3.
Computed, not measured: a gas-phase ion, C4H8NOS (charge +1) at a distorted geometry, with wB97M-V/def2-TZVPD.

Calculated values
Lowest unoccupied orbital energy (alpha / beta) ... -4.03 / -4.03 eV
HOMO-LUMO gap (alpha / beta) ... 0.303 / 0.303 Eh
E ... -18639.9843 eV
E_HOMO (alpha / beta) ... -12.3 / -12.3 eV
Total charge ... +1

Last column: Mulliken charge in e.
Cartesian coordinates (Å):
C -1.875 -0.203 0.044  0.418
C -0.117 -1.780 -0.144  -0.197
C 0.318 0.676 0.600  -0.358
C 0.494 1.765 -0.393  -1.197
N 0.894 -0.596 0.311  -0.186
O -1.427 -1.382 -0.225  -0.243
S -3.186 0.635 0.023  -0.142
H 0.218 -2.122 -1.129  0.324
H -0.034 -2.587 0.591  0.330
H 0.167 0.903 1.638  0.424
H -0.351 2.450 -0.356  0.327
H 0.559 1.366 -1.404  0.407
H 1.392 2.355 -0.195  0.349
H 1.402 -0.983 1.115  0.372
H 1.546 -0.498 -0.477  0.374



4.
Computed, not measured: 3 unconnected molecules or ions with the total composition C4H7ClO at a distorted geometry, with wB97M-V/def2-TZVPD.

Calculated values
Lowest unoccupied orbital energy ... 0.80 eV
Structure (SMILES) ... C=C=C.C=O.Cl
HOMO-LUMO gap ... 0.398 Eh
E ... -18828.0242 eV
E_HOMO ... -10.0 eV
Total charge ... 0

Last column: Mulliken charge in e.
Cartesian coordinates (Å):
C 0.851 -1.419 -0.148  -0.774
C 1.286 -0.534 0.727  0.362
C 1.745 0.189 1.707  -0.605
H 1.199 -1.645 -1.083  0.312
H -0.030 -2.039 0.004  0.228
H 2.467 -0.165 2.346  0.312
H 1.299 1.278 1.786  0.171
C -0.908 1.775 -1.033  -0.155
O -1.911 1.416 -0.525  -0.339
H -0.657 2.786 -0.904  0.310
H -0.127 1.145 -1.723  0.191
Cl -2.933 -1.713 -1.035  -0.252
H -2.280 -1.073 -0.118  0.240



5.
Computed, not measured: 2 unconnected molecules or ions with the total composition CH3FNO2S at a distorted geometry, with wB97M-V/def2-TZVPD.

Calculated values
Lowest unoccupied orbital energy ... 3.89 eV
HOMO-LUMO gap ... 0.274 Eh
E ... -20224.3130 eV
E_HOMO ... -3.6 eV
Total charge ... -1

Last column: Mulliken charge in e.
Cartesian coordinates (Å):
C 0.009 1.441 0.600  0.033
N 0.802 0.384 0.338  -0.427
O 0.291 -1.439 -1.359  -0.615
O 0.224 2.508 1.171  -0.635
F -2.066 -1.895 -0.293  -0.350
S -0.526 -2.621 -0.691  0.117
H -1.077 1.441 0.251  0.284
H 0.516 -0.442 -0.516  0.416
H 1.826 0.623 0.498  0.178